1.
The following is a quantum chemistry calculation of a single C4H4O2 molecule, from the OMol25 dataset.

Calculated values
SMILES string   C=CC(=O)C=O
Calculated total energy   -8306.2456 eV
2S+1   1
Kohn-Sham gap   9.0 eV

XYZ file:
```
10
Properties=species:S:1:pos:R:3:nbo_charge:R:1
C -1.16659 -0.14643 -1.44576 -0.256
C -0.58672 0.31185 -0.34307 -0.343
C 0.55464 -0.40311 0.25527 0.429
C 1.15972 0.23960 1.51020 0.354
H -2.02888 0.35166 -1.90917 0.203
H -0.83348 -1.05646 -1.94709 0.213
H -0.93183 1.20418 0.16206 0.236
H 2.00272 -0.36442 1.93600 0.131
O 1.05864 -1.41832 -0.19310 -0.492
O 0.77178 1.28145 1.97466 -0.474
```

***

2.
The following is a quantum chemistry calculation of a molecular structure, C4HCdO2, from the OMol25 dataset.

Calculated values
Calculated total energy   -12813.4837 eV
2S+1   2
<S²>   0.77
Kohn-Sham gap (alpha / beta)   6.2 / 4.1 eV

XYZ file:
```
8
Properties=species:S:1:pos:R:3:lowdin_spin:R:1
O 1.24897 -2.01243 -0.58947 0.027
C 0.90007 1.48164 0.83724 0.364
C 0.63966 0.43828 0.18683 0.278
C 0.31718 -0.77787 -0.41211 0.106
C 0.15310 -0.97370 -1.72593 0.062
O -0.16013 -0.77011 -2.86984 0.086
Cd 0.53041 -0.53101 -4.76099 0.076
H 0.65997 -2.77754 -0.61897 0.002
```

***

3.
The following is a quantum chemistry calculation of a molecular structure, C6H12, from the OMol25 dataset.

Calculated values
Calculated total energy   -6411.6338 eV
2S+1   1
Kohn-Sham gap (alpha / beta)   7.7 / 7.7 eV

XYZ file:
```
18
Properties=species:S:1:pos:R:3:nbo_charge:R:1
C -0.32332 0.22093 2.15973 -0.621
C -0.70217 0.94041 0.87815 -0.335
C -1.27690 0.17993 -0.23928 -0.445
C 0.12894 -0.09570 -1.36074 -0.306
C 0.52116 -1.35883 -1.86760 -0.317
C 1.36403 0.18333 -0.55911 -0.457
H 0.48185 -0.47546 1.91776 0.195
H -1.10221 -0.37655 2.65072 0.207
H 0.06812 0.94202 2.88294 0.212
H -1.11374 1.94716 1.04109 0.215
H 0.56947 1.06642 0.31463 0.205
H -2.09212 0.69834 -0.76619 0.217
H -1.57857 -0.83621 -0.01173 0.203
H 0.02579 0.63321 -2.16870 0.220
H 0.78572 -2.18449 -1.20989 0.186
H 0.38015 -1.63346 -2.91752 0.195
H 2.24572 0.68431 -0.96684 0.222
H 1.61809 -0.53536 0.22257 0.203
```

***

4.
The following is a quantum chemistry calculation of 7 unconnected molecules or ions with the total composition C24H47F2NO20S, from the OMol25 dataset.

Calculated values
SMILES string   O=C(OCCF)N(F)CCCS.COC(=O)OC.COC(=O)OC.COC(=O)OC.COC(=O)OC.COC(=O)OC.COC(=O)OC
Calculated total energy   -84358.4332 eV
2S+1   1
Kohn-Sham gap   9.5 eV

XYZ file:
```
95
Properties=species:S:1:pos:R:3:lowdin_charge:R:1
O -3.47789 -3.67088 1.86421 0.149
C -3.34190 -3.78514 0.67306 -0.517
O -2.14689 -3.70198 0.03741 0.000
C -1.93288 -2.57695 -0.81800 -0.129
C -1.65553 -1.26595 -0.04576 -0.150
F -1.39213 -1.50749 1.29471 -0.031
N -4.42326 -4.18266 -0.11359 0.015
F -4.18602 -4.09005 -1.48576 -0.015
C -5.74684 -3.66500 0.22165 -0.156
C -5.87954 -2.14821 0.23652 -0.221
C -5.81015 -1.38626 -1.09428 -0.552
S -6.63639 -2.12143 -2.53404 0.716
H -1.06307 -2.83672 -1.42671 0.126
H -2.77390 -2.42774 -1.49611 0.105
H -0.78018 -0.77227 -0.48312 0.120
H -2.51213 -0.58358 -0.11333 0.112
H -6.45794 -4.15249 -0.44797 0.109
H -5.93428 -4.04691 1.22985 0.133
H -6.84890 -1.91563 0.69675 0.110
H -5.11725 -1.74694 0.91467 0.113
H -4.77538 -1.18848 -1.39591 0.051
H -6.26916 -0.40457 -0.94389 0.055
H -7.69424 -2.63882 -1.89988 -0.154
C 4.95322 -3.86809 -0.44692 -0.029
O 4.00010 -4.80026 0.07700 0.011
C 2.76204 -4.63186 -0.37799 -0.619
O 2.41754 -3.78601 -1.16635 0.103
O 1.97484 -5.54345 0.17927 0.017
C 0.60693 -5.46871 -0.23875 -0.026
H 5.90181 -4.12721 0.01254 0.095
H 5.02621 -3.95831 -1.52901 0.092
H 4.67696 -2.84904 -0.18433 0.100
H 0.52725 -5.63897 -1.31111 0.102
H 0.18057 -4.50325 0.01899 0.078
H 0.08180 -6.25009 0.30100 0.100
C -6.34152 2.44835 2.01411 -0.032
O -6.30006 3.67674 1.28047 0.009
C -6.11487 3.52097 -0.02807 -0.626
O -5.99064 2.46857 -0.59947 0.114
O -6.09668 4.72346 -0.59769 0.007
C -5.90869 4.70048 -2.01580 -0.037
H -6.49346 2.72555 3.05293 0.093
H -7.16596 1.82320 1.67497 0.092
H -5.40197 1.90910 1.91000 0.096
H -6.71639 4.15560 -2.50031 0.097
H -4.95487 4.24153 -2.26813 0.097
H -5.91744 5.73902 -2.33147 0.093
C 7.05790 0.57178 -4.82939 -0.037
O 6.34090 -0.33074 -3.98121 -0.012
C 5.23442 -0.83559 -4.53113 -0.628
O 4.82751 -0.59623 -5.63654 0.127
O 4.66304 -1.64415 -3.64231 -0.002
C 3.45853 -2.27348 -4.09757 -0.027
H 7.92034 0.90335 -4.25890 0.093
H 7.38606 0.06635 -5.73534 0.097
H 6.43897 1.42952 -5.08445 0.099
H 3.66036 -2.89401 -4.96883 0.100
H 2.70612 -1.52740 -4.34609 0.099
H 3.11061 -2.88654 -3.27250 0.066
C 6.17734 2.17615 -1.07958 -0.020
O 6.83735 3.16806 -1.87701 0.007
C 7.19937 4.25619 -1.20674 -0.618
O 7.01271 4.45442 -0.03315 0.110
O 7.80736 5.08947 -2.04736 0.008
C 8.25846 6.30770 -1.44737 -0.034
H 5.95155 1.35021 -1.74834 0.083
H 6.83085 1.83008 -0.28119 0.102
H 5.25664 2.57395 -0.65794 0.099
H 8.98275 6.10218 -0.66152 0.098
H 7.41934 6.86526 -1.03614 0.097
H 8.72661 6.87436 -2.24608 0.094
C -9.62740 0.32729 4.65490 -0.034
O -10.61932 -0.45544 3.98396 0.009
C -10.27564 -0.84713 2.76048 -0.626
O -9.23519 -0.59948 2.20706 0.109
O -11.27730 -1.55876 2.25023 0.009
C -11.04074 -2.04699 0.92678 -0.035
H -10.04737 0.56568 5.62689 0.095
H -8.70745 -0.24157 4.77500 0.098
H -9.42455 1.24257 4.10184 0.093
H -10.17707 -2.70955 0.91296 0.093
H -10.88093 -1.22146 0.23596 0.098
H -11.93493 -2.59672 0.65057 0.095
C 10.95025 1.95041 4.87930 -0.043
O 10.42662 3.25917 4.64446 0.000
C 9.26494 3.27365 3.98642 -0.628
O 8.66910 2.30163 3.60104 0.121
O 8.88722 4.53748 3.83515 0.007
C 7.64368 4.70299 3.13630 -0.028
H 11.88304 2.09672 5.41548 0.092
H 10.26087 1.36361 5.48327 0.096
H 11.13749 1.43703 3.93809 0.096
H 6.83359 4.22869 3.68762 0.099
H 7.70162 4.29397 2.13301 0.067
H 7.47347 5.77420 3.08357 0.095
```

***

5.
The following is a quantum chemistry calculation of a molecular structure, C4H5CrO3, from the OMol25 dataset.

Calculated values
Calculated total energy   -38789.1520 eV
2S+1   6
<S²>   8.76
Kohn-Sham gap (alpha / beta)   6.5 / 7.0 eV

XYZ file:
```
13
Properties=species:S:1:pos:R:3:lowdin_spin:R:1
C -1.83775 1.03940 0.16344 0.000
H -1.84135 1.00395 1.26173 0.000
H -2.82716 0.72516 -0.20068 0.000
H -1.68613 2.08202 -0.15173 0.000
C -0.59937 -1.15555 0.06214 0.003
C -0.77186 0.14753 -0.40268 -0.001
O 1.26058 0.56575 0.17237 0.032
C 1.67697 -0.61644 0.11407 0.035
O 0.75943 -1.56900 -0.09195 0.006
O 2.86330 -0.97095 -0.12304 0.131
H -0.92765 -1.36738 1.08811 0.000
H -0.55509 0.30709 -1.46683 0.000
Cr 4.48607 -0.19159 -0.42495 4.794
```